Density functional theory data (ωB97M-V/def2-TZVPD) for a structure of composition C26H31N3O6PPdS3Te.

Element x y z (Å)
1 Te -0.970 2.382 -1.454
2 Pd -0.051 -0.025 -0.939
3 S 1.877 3.273 4.694
4 S 2.075 0.580 -2.437
5 S 0.702 -2.427 -1.932
6 P 2.340 -1.360 -2.164
7 O 2.039 2.906 6.079
8 O 2.394 4.521 4.203
9 O 3.210 -2.030 -3.359
10 O 3.333 -1.513 -0.896
11 O 2.002 1.694 1.107
12 O 0.970 -0.311 0.936
13 N 2.630 2.116 3.813
14 N -1.822 -0.974 -0.100
15 N -5.991 -3.742 1.960
16 C 2.592 -0.024 2.631
17 C 1.811 0.512 1.427
18 C 2.260 0.685 3.957
19 C -2.960 2.715 -0.802
20 C -0.365 3.466 3.114
21 C -5.598 3.295 -0.013
22 C -1.732 3.366 2.897
23 C 3.776 -3.884 -0.527
24 C 4.217 -1.292 -4.048
25 C -4.084 2.940 3.696
26 C -0.727 2.971 5.447
27 C -4.006 -2.442 0.984
28 C 5.515 -1.234 -3.268
29 C -5.089 -3.152 1.517
30 C -2.662 -1.710 -0.886
31 C -4.658 4.312 -0.122
32 C -3.912 1.703 -0.680
33 C -3.093 -1.701 1.803
34 C -5.214 1.989 -0.289
35 C -2.060 -1.015 1.239
36 C -2.610 3.076 3.942
37 C 0.130 3.273 4.397
38 C -3.355 4.023 -0.506
39 C -2.087 2.883 5.216
40 C -3.723 -2.421 -0.417
41 C 3.231 -2.589 0.039
42 H 2.190 -2.694 0.347
43 H 3.654 0.136 2.426
44 H 1.194 0.572 4.184
45 H -4.406 1.916 3.832
46 H -4.342 -2.971 -1.115
47 H 2.566 2.332 2.806
48 H 0.299 3.643 2.277
49 H -4.655 3.565 4.389
50 H -3.212 -1.684 2.876
51 H 5.372 -0.696 -2.332
52 H -1.363 -0.455 1.849
53 H -2.441 -1.692 -1.948
54 H 2.394 -1.090 2.736
55 H -0.313 2.800 6.431
56 H 3.812 -2.265 0.904
57 H -5.925 1.177 -0.192
58 H 3.165 -4.222 -1.364
59 H -4.935 5.336 0.104
60 H 3.766 -4.660 0.242
61 H -2.627 4.823 -0.572
62 H -6.613 3.516 0.293
63 H 5.867 -2.241 -3.036
64 H 3.846 -0.285 -4.256
65 H 2.820 0.244 4.782
66 H -2.756 2.642 6.036
67 H 6.283 -0.721 -3.852
68 H 4.803 -3.753 -0.876
69 H -3.633 0.677 -0.879
70 H -4.341 3.227 2.679
71 H 4.354 -1.809 -5.000
72 H -2.118 3.484 1.893

Values from the calculation:
energy relative to the best compared isomer or geometry (same formula, charge and spin)	2.01	kJ/mol
2S+1	4
total charge	-2
Kohn-Sham gap (alpha / beta)	0.1627 / 0.2288	hartree

Mulliken population analysis, charges in e, atoms 1 to 2:
1 Te 0.119
2 Pd 0.154